Arrangement A

Molecular formula: CH3NOP2S
Method: DFT, ωB97M-V/def2-TZVPD

Geometry as XYZ:
```
9
Properties=species:S:1:pos:R:3:nbo_charge:R:1
C 0.54782 -1.06122 -0.87344 -0.224
N -0.63181 -1.45722 -0.53602 -0.569
O -0.20641 1.42686 -0.58034 -1.087
P 1.29674 0.66377 -0.74810 0.873
P -1.28314 1.29528 0.56688 0.893
S -1.71071 -0.76931 0.45744 0.206
H 1.02421 -1.74111 -1.56915 0.193
H 1.44625 0.53292 0.57486 -0.067
H -0.48295 1.11001 2.70786 -0.218
```

## Properties
- frontier orbital gap (spin up / spin down) (eV) = 7.61 / 7.61
- lowest unoccupied orbital energy (spin up / spin down) (hartree) = -0.023 / -0.023

Arrangement B

Molecular formula: CH3NOP2S
Method: DFT, ωB97M-V/def2-TZVPD

Geometry as XYZ:
```
9
Properties=species:S:1:pos:R:3:nbo_charge:R:1
C 1.01918 -0.73869 -0.21269 -0.229
N 1.58463 0.31645 0.15146 -0.591
O -2.15447 1.77242 -0.10561 -1.047
P -0.36482 -1.17977 -1.22331 0.277
P -0.96711 1.02193 0.18424 1.280
S 0.90469 1.77109 -0.08964 0.187
H 1.69751 -1.63046 -0.11552 0.191
H -0.85961 -2.03192 -0.24918 -0.011
H -0.86001 0.69895 1.66024 -0.057
```

## Properties
- frontier orbital gap (eV) = 7.81
- lowest unoccupied orbital energy (hartree) = -0.035

Relative energy of each structure, in kcal/mol: arrangement A 29.0; arrangement B 0.0.

Arrangement A

Molecular formula: C2H3BO3
Method: DFT, ωB97M-V/def2-TZVPD

Geometry as XYZ:
```
9
Properties=species:S:1:pos:R:3:nbo_charge:R:1
B -0.99295 -0.00860 -0.02901 1.193
C 1.10372 0.73846 0.06299 0.089
C 1.63320 -0.43407 -0.00231 0.102
O -0.10587 1.16281 -0.14841 -0.617
O -0.57754 -1.28202 -0.06435 -0.853
O -2.36186 0.23323 0.13167 -0.914
H 1.96262 1.36521 0.38796 0.243
H 2.22786 -1.32149 -0.03290 0.257
H -2.88918 -0.45352 -0.30565 0.499
```

## Properties
- frontier orbital gap (spin up / spin down) (eV) = 8.70 / 8.71
- lowest unoccupied orbital energy (spin up / spin down) (hartree) = -0.054 / -0.054

Arrangement B

Molecular formula: C2H3BO3
Method: DFT, ωB97M-V/def2-TZVPD

Geometry as XYZ:
```
9
Properties=species:S:1:pos:R:3:nbo_charge:R:1
B -0.88382 0.00254 -0.03829 1.239
C 1.09403 0.86605 -0.01004 0.074
C 1.33210 -0.44290 0.06072 -0.002
O -0.19271 1.21222 -0.07645 -0.639
O 0.01154 -1.02834 -0.09181 -0.693
O -2.26428 -0.09890 -0.03444 -0.922
H 1.72248 1.62664 0.28613 0.192
H 2.02268 -1.23773 -0.10809 0.225
H -2.84202 -0.89957 0.01226 0.525
```

## Properties
- frontier orbital gap (eV) = 9.70
- lowest unoccupied orbital energy (hartree) = 0.020

Relative energy of each structure, in kcal/mol: arrangement A 77.2; arrangement B 0.0.